The following is a DFT calculation (ωB97M-V with the def2-TZVPD basis set) of a single C4H12N2 molecule at a distorted geometry.

The geometry in XYZ format:
```
18
C4H12N2 ωB97M-V with the def2-TZVPD basis set
C 1.142 0.616 1.266
C 0.747 0.987 -0.167
C 0.500 -0.268 -1.077
C -0.961 -0.496 -1.469
N -1.883 -0.846 -0.382
N 0.163 -0.123 2.067
H 2.044 0.070 1.270
H 1.358 1.553 1.786
H -0.120 1.652 -0.297
H 1.588 1.532 -0.563
H 0.851 -1.165 -0.547
H 1.050 -0.021 -1.996
H -1.343 0.445 -1.814
H -1.061 -1.291 -2.178
H -1.939 -0.080 0.274
H -1.552 -1.659 0.117
H -0.770 0.206 1.849
H 0.185 -1.111 1.862
```

Its electronic energy is -7322.3444 eV. The HOMO energy comes out at -9.05 eV. As for the SMILES: NCCCCN. Its molar mass is 88.15 g/mol. As for the charge: 0. As for the lowest unoccupied orbital energy: 1.09 eV. Its HOMO-LUMO gap is 10.1 eV.

Atom charges from the natural (NBO) analysis, given in e for atoms 1 to 8:
1. C -0.22
2. C -0.42
3. C -0.42
4. C -0.21
5. N -0.82
6. N -0.82
7. H 0.19
8. H 0.18

The following is a DFT calculation (ωB97M-V with the def2-TZVPD basis set) of a single C2H3N5O molecule at a distorted geometry.

The geometry in XYZ format:
```
11
C2H3N5O ωB97M-V with the def2-TZVPD basis set
C -3.278 -0.041 -0.088
C 0.157 -0.040 -0.231
H -3.819 -0.983 -0.713
H -3.872 0.954 0.067
H 3.084 -0.852 0.648
N -2.111 0.336 0.319
N -0.952 -0.568 0.162
N 0.746 1.135 -0.201
N 2.055 0.827 0.066
N 2.322 -0.344 0.058
O 1.112 -1.042 -0.115
```

Its electronic energy is -11613.3119 eV. The HOMO energy comes out at -8.66 eV. As for the SMILES: C=N/N=c1\nn[nH]o1. Its molar mass is 113.08 g/mol. As for the charge: 0. As for the lowest unoccupied orbital energy: -0.34 eV. Its HOMO-LUMO gap is 8.3 eV.

Atom charges from the natural (NBO) analysis, given in e for atoms 1 to 8:
1. C -0.11
2. C 0.55
3. H 0.19
4. H 0.20
5. H 0.44
6. N -0.27
7. N -0.38
8. N -0.32

The following is a DFT calculation (ωB97M-V with the def2-TZVPD basis set) of a single C4H13N3 molecule at a distorted geometry.

The geometry in XYZ format:
```
20
C4H13N3 ωB97M-V with the def2-TZVPD basis set
C -0.231 0.207 0.437
C 1.737 -0.685 -1.005
C -2.220 0.684 -0.865
C -1.033 -0.766 1.304
N 1.176 -0.376 0.305
N -0.737 0.442 -0.900
N 2.124 0.360 1.116
H -0.281 1.284 -1.246
H -0.167 1.170 0.962
H 2.875 -0.260 1.430
H 2.572 1.111 0.588
H 1.955 0.217 -1.589
H 1.066 -1.334 -1.578
H 2.677 -1.241 -0.894
H -2.515 1.085 -1.839
H -2.756 -0.260 -0.730
H -2.528 1.406 -0.104
H -1.226 -1.708 0.778
H -0.495 -1.001 2.230
H -1.994 -0.335 1.603
```

Its electronic energy is -8827.4965 eV. The HOMO energy comes out at -8.27 eV. As for the SMILES: CN[C@@H](C)N(C)N. Its molar mass is 103.17 g/mol. As for the charge: 0. As for the lowest unoccupied orbital energy: 1.04 eV. Its HOMO-LUMO gap is 9.3 eV.

Atom charges from the natural (NBO) analysis, given in e for atoms 1 to 8:
1. C 0.12
2. C -0.42
3. C -0.42
4. C -0.62
5. N -0.31
6. N -0.63
7. N -0.68
8. H 0.35